(1)
A molecular structure, C31H31As2NO3Pd, computed with ωB97M-V/def2-TZVPD.

Geometry as XYZ:
```
69
Properties=species:S:1:pos:R:3
Pd 0.25 0.46 -0.02
C 4.64 -1.00 -0.26
As 3.02 -0.10 0.35
C 3.85 1.51 1.07
C 2.80 -1.11 2.03
C 3.82 -1.10 2.98
C 3.71 -1.83 4.16
C 2.57 -2.60 4.38
C 1.55 -2.62 3.44
C 1.66 -1.88 2.27
As 0.20 -1.76 1.00
C 0.74 -2.96 -0.42
C -1.24 -2.76 1.79
H 5.26 -1.24 0.60
H 5.17 -0.33 -0.93
H 4.38 -1.92 -0.79
H 4.85 1.30 1.43
H 3.23 1.90 1.87
H 3.90 2.26 0.28
H 4.71 -0.51 2.82
H 4.50 -1.80 4.89
H 2.48 -3.18 5.29
H 0.66 -3.21 3.63
H 1.04 -3.92 0.00
H 1.57 -2.52 -0.98
H -0.11 -3.09 -1.09
H -0.93 -3.80 1.88
H -2.09 -2.66 1.13
H -1.49 -2.35 2.77
O -1.88 1.73 0.07
C -3.05 0.96 -0.24
C -2.58 -0.49 -0.54
O -3.37 -1.40 -0.33
O -1.38 -0.63 -1.00
C -3.72 1.53 -1.48
C -3.86 0.82 -2.66
C -4.45 1.41 -3.77
C -4.90 2.72 -3.71
C -4.77 3.44 -2.53
C -4.19 2.84 -1.42
C -3.98 0.95 0.98
C -3.45 1.17 2.25
C -4.26 1.12 3.37
C -5.61 0.85 3.24
C -6.15 0.62 1.98
C -5.33 0.67 0.85
H -1.93 2.58 -0.39
H -3.51 -0.21 -2.72
H -4.56 0.84 -4.69
H -5.36 3.18 -4.58
H -5.13 4.46 -2.47
H -4.13 3.40 -0.49
H -2.39 1.40 2.35
H -3.83 1.30 4.35
H -6.25 0.81 4.12
H -7.20 0.40 1.86
H -5.75 0.48 -0.13
N 2.11 7.64 -0.66
C 1.88 6.52 -0.54
C 1.58 5.11 -0.40
C 0.96 4.64 0.76
C 0.68 3.29 0.89
C 1.01 2.38 -0.11
C 1.64 2.86 -1.26
C 1.91 4.22 -1.41
H 0.71 5.35 1.55
H 0.18 2.95 1.79
H 1.92 2.18 -2.05
H 2.39 4.59 -2.31
```

The calculation puts the frontier orbital gap (alpha / beta) at 7.995 / 7.298 eV. The HOMO energy (alpha / beta) comes out at -7.5990 / -8.7441 eV. The net charge is 0. The value obtained for the LUMO energy (alpha / beta) is 0.4 / -1.4 eV. Its multiplicity is 3.

natural (NBO) atomic charge list, values in e, 8 entries: atom 1 (Pd): 0.745, atom 2 (C): -0.936, atom 3 (As): 0.927, atom 4 (C): -0.948, atom 5 (C): -0.223, atom 6 (C): -0.238, atom 7 (C): -0.204, atom 8 (C): -0.198

(2)
A molecular structure, C31H31BCrN13O2, computed with ωB97M-V/def2-TZVPD.

Geometry as XYZ:
```
79
Properties=species:S:1:pos:R:3
Cr 0.20 0.12 0.07
C -2.08 3.13 -0.17
C -1.92 2.15 -1.28
C -2.73 2.15 -2.42
C -2.48 0.96 -3.06
N -1.54 0.29 -2.37
N -1.15 1.04 -1.31
B -1.48 -1.27 -2.23
N -0.02 -1.75 -2.19
C 0.67 -2.56 -3.00
C 1.76 -3.05 -2.30
C 1.67 -2.49 -1.03
C 2.53 -2.80 0.15
N 0.59 -1.70 -0.97
N -2.05 -1.59 -0.82
C -2.99 -2.48 -0.45
C -3.29 -2.28 0.88
C -2.47 -1.23 1.29
C -2.51 -0.52 2.60
N -1.70 -0.84 0.26
N -2.28 -1.87 -3.35
C -3.64 -1.96 -3.46
C -3.94 -2.13 -4.77
C -2.69 -2.13 -5.45
C -2.44 -2.26 -6.90
N -1.71 -1.96 -4.57
H -2.56 4.02 -0.56
H -1.17 3.43 0.34
H -2.74 2.69 0.59
H -3.44 2.90 -2.71
H -2.92 0.55 -3.96
H 0.33 -2.73 -4.01
H 2.51 -3.74 -2.66
H 2.49 -3.88 0.34
H 2.18 -2.28 1.04
H 3.57 -2.55 -0.03
H -3.36 -3.22 -1.14
H -4.01 -2.81 1.48
H -3.54 -0.20 2.80
H -1.87 0.35 2.62
H -2.23 -1.19 3.42
H -4.29 -1.86 -2.60
H -4.91 -2.28 -5.22
H -3.14 -2.95 -7.36
H -1.42 -2.58 -7.10
H -2.58 -1.29 -7.39
O 1.80 5.29 5.32
N 1.63 5.27 4.13
O 1.57 6.25 3.43
C 1.40 3.95 3.52
C 1.29 2.91 4.40
C 1.04 1.60 3.97
C 1.00 0.48 4.84
C 0.73 -0.76 4.33
C 0.46 -0.90 2.96
N 0.52 0.12 2.12
C 0.81 1.35 2.61
C 0.93 2.42 1.68
N 0.74 2.08 0.39
C 1.02 2.97 -0.56
C 1.45 4.25 -0.26
C 1.54 4.65 1.06
C 1.29 3.73 2.09
H 1.41 3.13 5.46
H 1.20 0.62 5.90
H 0.69 -1.64 4.96
H 0.18 -1.86 2.55
H 0.87 2.65 -1.58
H 1.68 4.94 -1.06
H 1.83 5.66 1.29
N 3.01 0.29 -1.27
C 4.34 0.36 -1.10
C 4.59 0.25 0.25
C 3.33 0.13 0.83
N 2.37 0.16 -0.09
H 2.50 0.32 -2.14
H 5.02 0.46 -1.93
H 5.54 0.26 0.75
H 3.10 0.01 1.88
```

The calculation puts the frontier orbital gap (alpha / beta) at 6.089 / 6.483 eV. The HOMO energy (alpha / beta) comes out at -13.4784 / -13.4791 eV. The net charge is +2. The value obtained for the LUMO energy (alpha / beta) is -7.4 / -7.0 eV. Its multiplicity is 2.

Löwdin atomic charge list, values in e, 8 entries: atom 1 (Cr): 0.920, atom 2 (C): 0.010, atom 3 (C): -0.293, atom 4 (C): 0.026, atom 5 (C): -0.006, atom 6 (N): 0.046, atom 7 (N): -0.008, atom 8 (B): -0.647

(3)
A molecular structure, C31H31BMoN5P2, computed with ωB97M-V/def2-TZVPD.

Geometry as XYZ:
```
71
Properties=species:S:1:pos:R:3
Mo -0.15 1.45 1.06
C 3.60 1.11 3.63
N 2.40 1.15 2.78
P 2.30 0.88 1.08
C 2.76 -0.81 0.76
C 4.08 -1.21 0.99
C 4.42 -2.55 0.84
C 3.47 -3.47 0.44
C 2.16 -3.08 0.19
C 1.80 -1.75 0.35
C 3.53 1.94 0.33
C 4.20 1.50 -0.82
C 5.11 2.34 -1.44
C 5.35 3.61 -0.93
C 4.69 4.04 0.21
C 3.78 3.22 0.84
P 0.84 0.81 3.18
C -0.20 2.29 3.24
C -1.58 2.14 3.49
C -2.43 3.25 3.40
C -1.93 4.47 2.98
C -0.59 4.60 2.62
C 0.27 3.52 2.74
C 0.67 -0.14 4.65
C 1.17 -1.45 4.64
C 1.13 -2.20 5.80
C 0.61 -1.65 6.96
C 0.12 -0.35 6.98
C 0.14 0.42 5.82
H 4.44 1.52 3.08
H 3.83 0.08 3.93
H 3.44 1.71 4.52
H 4.83 -0.49 1.28
H 5.44 -2.86 1.02
H 3.75 -4.51 0.31
H 1.43 -3.80 -0.14
H 0.79 -1.43 0.12
H 4.02 0.51 -1.22
H 5.63 2.00 -2.33
H 6.07 4.25 -1.42
H 4.90 5.02 0.62
H 3.29 3.55 1.75
H -1.98 1.19 3.82
H -3.48 3.14 3.64
H -2.59 5.32 2.91
H -0.21 5.56 2.28
H 1.33 3.64 2.52
H 1.58 -1.88 3.73
H 1.52 -3.21 5.81
H 0.58 -2.23 7.87
H -0.28 0.08 7.89
H -0.22 1.44 5.85
B -2.24 2.04 -0.31
N -2.46 0.52 0.02
C -3.39 -0.40 -0.14
C -3.00 -1.57 0.54
C -1.79 -1.29 1.11
N -1.43 0.00 0.79
N -1.14 2.26 -1.36
C -1.08 2.73 -2.60
C 0.27 2.79 -2.98
C 0.98 2.34 -1.89
N 0.13 2.00 -0.89
H -3.26 2.61 -0.53
H -1.76 2.53 0.77
H -4.29 -0.20 -0.70
H -3.55 -2.49 0.59
H -1.14 -1.89 1.72
H -1.97 3.00 -3.14
H 0.66 3.12 -3.92
H 2.04 2.23 -1.77
```

The calculation puts the frontier orbital gap (alpha / beta) at 6.718 / 6.712 eV. The HOMO energy (alpha / beta) comes out at -17.2530 / -17.2530 eV. The net charge is +3. The value obtained for the LUMO energy (alpha / beta) is -10.5 / -10.5 eV. Its multiplicity is 1.

Löwdin atomic charge list, values in e, 8 entries: atom 1 (Mo): 1.307, atom 2 (C): -0.058, atom 3 (N): -0.438, atom 4 (P): 0.924, atom 5 (C): -0.370, atom 6 (C): -0.078, atom 7 (C): -0.029, atom 8 (C): -0.022

(4)
A molecular structure, C31H31BeF6N4OS2SbTe, computed with ωB97M-V/def2-TZVPD.

Geometry as XYZ:
```
78
Properties=species:S:1:pos:R:3
Be 0.80 1.55 -1.30
C 4.18 3.73 1.82
S 2.43 3.73 2.24
C 1.74 2.80 0.95
S 2.65 2.01 -0.23
N 0.40 2.76 1.06
N -0.18 2.22 0.01
C -1.45 1.91 0.08
C -2.19 1.60 -1.14
C -3.21 0.65 -1.09
C -3.81 0.23 -2.26
C -3.35 0.74 -3.47
C -2.39 1.72 -3.46
N -1.86 2.18 -2.31
H 4.66 4.37 2.55
H 4.59 2.72 1.87
H 4.31 4.13 0.82
H -1.99 2.07 0.99
H -3.49 0.24 -0.13
H -4.60 -0.50 -2.23
H -3.76 0.41 -4.41
H -2.06 2.21 -4.36
F 0.77 2.25 -2.60
Sb -1.32 4.35 -2.51
F -0.73 4.02 -4.27
F 0.18 4.81 -1.44
F -1.40 6.20 -2.84
F -2.24 4.40 -0.83
F -3.09 4.28 -3.24
C 4.40 -3.97 3.60
C 3.36 -3.26 2.78
C 2.82 -3.84 1.63
C 1.83 -3.22 0.88
C 1.34 -3.97 -0.33
C 1.36 -1.96 1.29
Te -0.39 -1.14 0.36
N 0.44 -0.12 -1.27
C 0.09 -1.01 -2.24
O -0.20 -2.18 -1.89
C -0.15 -0.65 -3.67
C 0.66 0.19 -4.41
C 0.32 0.51 -5.72
C -0.83 -0.03 -6.29
C -1.62 -0.91 -5.57
C -1.28 -1.23 -4.26
C -1.32 -1.02 2.47
C -1.56 -2.38 2.57
C -2.23 -2.94 3.64
C -2.68 -2.10 4.65
C -2.45 -0.74 4.55
C -1.76 -0.16 3.48
C -1.59 1.34 3.53
C 1.93 -1.33 2.41
C 1.60 0.05 2.88
C 2.91 -2.00 3.13
H 4.57 -4.98 3.23
H 4.08 -4.03 4.64
H 5.35 -3.43 3.57
H 3.17 -4.81 1.32
H 1.80 -4.96 -0.36
H 1.59 -3.45 -1.25
H 0.26 -4.10 -0.32
H 1.56 0.60 -3.98
H 0.94 1.19 -6.29
H -1.10 0.23 -7.31
H -2.49 -1.36 -6.02
H -1.87 -1.92 -3.68
H -1.23 -3.05 1.77
H -2.39 -4.01 3.69
H -3.22 -2.50 5.50
H -2.81 -0.09 5.34
H -1.65 1.68 4.56
H -2.39 1.84 2.99
H -0.64 1.68 3.11
H 0.92 0.57 2.21
H 2.51 0.64 2.95
H 1.14 0.02 3.87
H 3.34 -1.50 3.99
```

The value obtained for the energy relative to the best compared isomer or geometry (same formula, charge and spin) is 68.8 kcal/mol. The calculation puts the frontier orbital gap at 6.368 eV. The HOMO energy comes out at -8.3138 eV. The net charge is 0. The value obtained for the LUMO energy is -1.9 eV. Its multiplicity is 1.

Löwdin atomic charge list, values in e, 8 entries: atom 1 (Be): -0.161, atom 2 (C): -0.422, atom 3 (S): 0.893, atom 4 (C): -1.088, atom 5 (S): 0.803, atom 6 (N): -0.069, atom 7 (N): -0.088, atom 8 (C): -0.117

(5)
A molecular structure, C31H31Br2CaN9, computed with ωB97M-V/def2-TZVPD.

Geometry as XYZ:
```
74
Properties=species:S:1:pos:R:3
Ca -0.38 -0.31 -0.71
C 1.55 0.07 2.29
N 0.12 0.00 1.96
C -0.62 1.21 2.29
C -0.42 2.22 1.19
N 0.02 1.91 0.00
C -0.03 3.09 -0.74
C 0.28 3.32 -2.07
C 0.09 4.60 -2.56
C -0.39 5.63 -1.74
C -0.70 5.41 -0.41
C -0.51 4.12 0.07
N -0.74 3.53 1.31
C 2.42 -0.50 1.21
N 2.34 -0.19 -0.05
C 3.30 -0.99 -0.68
C 3.64 -1.09 -2.02
C 4.63 -1.99 -2.37
C 5.29 -2.77 -1.40
C 4.96 -2.68 -0.06
C 3.96 -1.77 0.27
N 3.38 -1.43 1.48
H 1.77 -0.42 3.24
H 1.82 1.13 2.40
H -0.31 -0.83 2.37
H -0.34 1.65 3.25
H -1.68 0.96 2.34
H 0.64 2.51 -2.71
H 0.32 4.81 -3.60
H -0.52 6.62 -2.16
H -1.08 6.21 0.22
H -1.13 3.98 2.12
H 3.11 -0.51 -2.77
H 4.91 -2.10 -3.41
H 6.06 -3.46 -1.71
H 5.47 -3.28 0.69
H 3.56 -1.85 2.37
Br -3.14 1.85 -0.84
C -4.35 0.49 -0.25
C -5.61 0.92 0.05
C -6.60 -0.03 0.41
C -6.28 -1.35 0.41
C -4.98 -1.80 0.08
C -4.70 -3.18 0.02
C -3.46 -3.60 -0.36
C -2.44 -2.65 -0.62
C -2.59 -1.28 -0.53
C -3.94 -0.87 -0.23
H -5.86 1.97 -0.01
H -7.59 0.31 0.66
H -7.03 -2.10 0.66
H -5.48 -3.89 0.25
H -3.24 -4.66 -0.44
H -1.48 -3.06 -0.93
C 3.22 -5.89 -1.50
C 2.44 -6.63 -0.41
C 3.13 -6.51 0.94
C 0.98 -6.16 -0.36
N 0.84 -4.79 0.12
C 0.93 -3.65 -0.55
N 0.75 -2.66 0.29
N 0.55 -3.24 1.51
N 0.61 -4.52 1.41
H 4.24 -6.28 -1.56
H 3.29 -4.83 -1.28
H 2.76 -6.01 -2.48
H 2.39 -7.69 -0.68
H 3.26 -5.46 1.22
H 4.12 -6.97 0.91
H 2.55 -6.99 1.74
H 0.39 -6.79 0.30
H 0.54 -6.20 -1.36
H 1.09 -3.53 -1.62
Br 0.23 -1.34 -3.11
```

The value obtained for the energy relative to the best compared isomer or geometry (same formula, charge and spin) is 7.4 kcal/mol. The calculation puts the frontier orbital gap at 7.347 eV. The HOMO energy comes out at -7.0631 eV. The net charge is 0. The value obtained for the LUMO energy is 0.3 eV. Its multiplicity is 1.

Löwdin atomic charge list, values in e, 8 entries: atom 1 (Ca): 0.871, atom 2 (C): -0.120, atom 3 (N): -0.091, atom 4 (C): -0.135, atom 5 (C): -0.363, atom 6 (N): 0.009, atom 7 (C): -0.267, atom 8 (C): -0.003

(6)
A molecular structure, C31H31BrI2N3OTm, computed with ωB97M-V/def2-TZVPD.

Geometry as XYZ:
```
70
Properties=species:S:1:pos:R:3
Tm -0.03 0.49 0.26
I 3.60 -2.74 5.86
C 2.34 -1.41 4.91
C 0.99 -1.63 5.05
C 0.11 -0.89 4.30
I -1.87 -1.39 4.46
C 0.55 0.03 3.38
O -0.24 0.57 2.43
C 1.95 0.27 3.32
C 2.42 1.24 2.21
N 2.34 0.68 0.86
C 3.19 -0.44 0.62
C 2.52 -1.70 1.08
C 3.14 -2.87 1.52
C 2.44 -4.00 1.79
C 1.09 -4.03 1.55
C 0.49 -2.91 1.05
N 1.17 -1.74 0.87
C 2.85 -0.44 4.08
H 0.57 -2.38 5.65
H 3.45 1.54 2.45
H 1.89 2.17 2.28
H 2.51 1.39 0.17
H 4.13 -0.41 1.17
H 3.39 -0.51 -0.45
H 4.17 -2.77 1.82
H 2.98 -4.78 2.34
H 0.55 -4.89 1.88
H -0.53 -2.92 0.69
H 3.87 -0.36 3.87
C -5.57 1.39 1.17
C -4.24 2.14 0.89
C -4.11 3.48 1.14
C -2.86 4.14 1.11
C -1.80 3.31 0.79
Br 0.01 3.93 0.47
N -1.98 2.06 0.42
C -3.13 1.41 0.57
H -5.81 0.67 0.37
H -6.38 2.19 1.22
H -5.42 0.92 2.10
H -5.01 3.99 1.43
H -2.67 5.11 1.44
H -3.18 0.32 0.54
C -4.00 -2.22 -1.83
C -3.77 -2.42 -0.49
C -2.66 -1.87 0.11
C -1.70 -1.02 -0.57
C -2.01 -0.85 -1.92
C -3.17 -1.35 -2.58
H -4.83 -2.76 -2.24
H -4.39 -3.18 0.10
H -2.57 -1.90 1.14
H -1.19 -0.39 -2.51
H -3.40 -1.11 -3.62
C 3.13 0.47 -4.79
C 1.93 1.44 -4.51
C 0.80 1.07 -5.47
C 2.36 2.85 -4.72
C 1.51 1.18 -3.16
C 1.13 0.84 -2.04
H 3.29 0.37 -5.80
H 2.78 -0.53 -4.39
H 4.05 0.72 -4.19
H 1.26 1.03 -6.43
H -0.02 1.74 -5.33
H 0.39 0.04 -5.24
H 2.40 3.05 -5.83
H 3.29 3.11 -4.30
H 1.50 3.47 -4.50
```

The value obtained for the energy relative to the best compared isomer or geometry (same formula, charge and spin) is 11.3 kcal/mol. The calculation puts the frontier orbital gap (alpha / beta) at 7.935 / 7.940 eV. The HOMO energy (alpha / beta) comes out at -7.9444 / -7.9505 eV. The net charge is 0. The value obtained for the LUMO energy (alpha / beta) is 0.0 / 0.0 eV. Its multiplicity is 3.

natural (NBO) atomic charge list, values in e, 8 entries: atom 1 (Tm): 1.881, atom 2 (I): 0.124, atom 3 (C): -0.180, atom 4 (C): -0.246, atom 5 (C): -0.247, atom 6 (I): 0.164, atom 7 (C): 0.395, atom 8 (O): -0.898